187
Properties=species:S:1:pos:R:3:forces:R:3:mulliken_charge:R:1 method="wB97M-V/def2-TZVPD" charge=0 relative_energy_kcal_mol=89.4 lumo_ha=0.0086 orbital_gap_ev=9.4152
C -3.717072 -3.895530 -0.942481 -1.53 0.85 0.22 -1.489
C -3.284923 -2.472993 -0.496996 -1.07 -0.55 -0.65 1.222
C -4.454311 -1.467856 -0.361353 0.36 -1.43 -0.44 -1.258
O -2.761961 -2.637795 0.790302 0.80 -0.27 0.54 0.389
H -4.269610 -3.918101 -1.881783 0.66 0.26 -0.61 0.362
H -4.572585 -4.143360 -0.314163 0.23 -0.43 0.74 0.411
H -2.966410 -4.684369 -0.894307 0.11 0.36 0.02 0.178
H -2.613734 -2.072613 -1.256794 0.60 -0.03 0.32 -0.409
H -4.975044 -1.742435 0.555998 -0.08 0.29 0.05 0.127
H -5.128834 -1.658148 -1.196165 -0.16 0.61 -0.14 0.487
H -4.049795 -0.456628 -0.317849 -0.29 0.02 -0.02 0.092
H -1.984316 -2.093754 0.934846 0.54 0.27 -0.01 -0.193
C -3.956180 -3.012315 4.980156 -1.26 0.17 0.56 -1.527
C -3.344394 -3.980462 3.999126 1.13 -0.80 0.32 1.602
C -3.141371 -5.408004 4.577234 0.00 0.87 1.06 -1.500
O -4.169564 -4.147670 2.914756 -2.15 -0.35 -1.44 -0.698
H -4.098682 -2.009870 4.576543 0.30 0.01 -0.28 0.207
H -3.510433 -2.903290 5.968862 0.51 -0.25 -0.16 0.317
H -4.970986 -3.360015 5.173448 -0.21 -0.11 0.07 0.369
H -2.418293 -3.531431 3.640234 0.51 -0.30 0.18 -0.279
H -2.612889 -6.108798 3.930943 0.26 0.36 0.01 0.307
H -4.071554 -5.902318 4.857455 -0.50 0.34 -0.50 0.383
H -2.692020 -5.293399 5.563673 0.76 -0.27 -0.07 0.393
H -3.862256 -3.816451 2.067728 0.64 0.44 0.21 0.214
C 3.547249 -1.493723 4.765238 0.60 0.16 0.13 -0.763
C 3.862365 -0.104288 5.368834 -1.11 -0.96 0.01 0.315
C 3.385047 1.060020 4.611280 0.40 1.09 -2.81 -0.631
O 3.215070 0.050868 6.623416 0.93 -0.75 0.71 -0.551
H 4.000170 -2.263961 5.389489 -0.27 -0.02 0.22 0.436
H 4.016918 -1.645666 3.793429 0.14 0.23 -0.19 0.087
H 2.485039 -1.702876 4.638492 -0.11 0.18 0.22 0.067
H 4.944871 0.004538 5.435542 0.04 -0.23 0.62 0.369
H 3.602136 0.980214 3.546097 0.75 0.01 -0.23 -0.076
H 3.939461 1.934942 4.950745 -0.59 0.26 0.10 0.367
H 2.314547 1.222047 4.485292 -0.27 -0.02 1.06 0.294
H 2.299284 0.210957 6.384033 -0.51 0.09 0.38 0.345
C -0.564001 1.612871 -7.013356 0.72 -0.78 1.26 -1.389
C -1.487278 1.334338 -5.810827 -1.56 0.13 -0.76 0.988
C -1.022055 1.637172 -4.432333 1.37 0.25 0.39 -0.100
O -2.728851 2.032149 -6.026287 0.06 0.47 -0.66 -0.669
H -0.205325 2.633366 -7.147679 -1.02 0.36 -0.12 0.384
H -0.951783 1.119213 -7.904441 -0.01 0.48 -0.07 0.360
H 0.405148 1.167139 -6.789401 0.07 -0.72 0.01 0.256
H -1.834307 0.301154 -5.796533 0.70 -0.57 -0.40 0.022
H -1.829112 1.505336 -3.711662 -0.01 0.22 0.01 0.021
H -0.597529 2.640454 -4.396308 -0.29 0.25 0.26 0.487
H -0.210226 0.978555 -4.123686 0.08 -0.22 -0.05 -0.630
H -3.134856 2.236191 -5.180635 0.11 0.22 0.14 0.311
C -1.539721 -0.563417 7.112702 -1.86 0.38 -1.52 -1.148
C -1.011558 0.671864 6.381063 -0.63 0.26 1.51 0.697
C -1.831806 2.007000 6.685472 1.23 -1.27 -1.11 -1.275
O 0.334318 0.763402 6.833103 0.91 0.80 -0.83 -0.498
H -2.550397 -0.721684 6.736429 -0.51 0.08 0.25 0.247
H -1.632416 -0.391795 8.185104 0.44 -0.32 0.01 0.440
H -1.077130 -1.486534 6.763465 0.71 0.18 0.64 0.237
H -0.983229 0.496986 5.305553 0.14 0.03 0.02 -0.081
H -2.833698 1.987400 6.256610 -0.26 -0.44 0.56 0.298
H -1.379066 2.814788 6.110491 0.44 0.13 0.30 0.292
H -1.767828 2.209804 7.754531 -0.38 0.12 -0.05 0.412
H 0.367862 1.033791 7.753631 -0.17 0.01 0.11 0.255
C -3.197045 1.401192 2.456635 0.55 -1.41 0.35 -0.609
C -4.356713 2.301743 2.762425 0.66 -0.48 0.14 0.856
C -5.361092 2.258065 1.624644 -0.24 1.78 0.74 -1.347
O -4.940452 2.003257 4.062751 0.41 0.35 -1.48 -0.505
H -3.487630 0.385369 2.188746 -0.27 -0.06 -0.26 0.164
H -2.527821 1.233002 3.300408 0.00 0.42 0.26 -0.105
H -2.589252 1.811017 1.649955 -0.10 0.03 -0.10 0.260
H -3.842927 3.263057 2.762621 -0.63 0.71 0.38 -0.201
H -5.988750 1.366953 1.616328 0.51 -0.18 -0.55 0.361
H -4.853477 2.638053 0.738056 0.12 -1.17 -0.52 0.200
H -6.025326 3.116187 1.727119 -0.61 0.02 0.51 0.571
H -5.793545 2.434863 3.975863 -0.31 -0.05 0.57 0.351
C -5.671740 1.774791 -2.157937 0.50 -1.17 -0.72 -0.939
C -4.769572 1.881125 -3.422595 -1.97 1.17 -0.96 0.472
C -5.639756 2.097811 -4.691690 -1.49 -0.47 0.56 -1.314
O -3.993227 3.096472 -3.395691 1.16 -1.14 0.81 -0.519
H -6.116312 2.738987 -1.911396 -0.04 -0.18 0.16 0.408
H -5.197182 1.262755 -1.320857 0.70 0.89 0.24 -0.230
H -6.420383 0.997321 -2.310168 -0.65 0.39 -0.60 0.401
H -4.263380 0.924014 -3.548279 1.13 0.56 0.18 0.294
H -6.409413 2.796292 -4.363281 -0.48 0.00 0.00 0.423
H -6.143146 1.179305 -4.993415 -0.16 -0.07 0.08 0.330
H -5.295879 2.563866 -5.615084 1.12 -0.25 0.36 0.365
H -4.645212 3.800800 -3.374731 -0.01 0.15 -0.07 0.383
C -0.376463 4.286492 0.068452 -0.42 -1.25 0.06 -1.535
C -0.256481 5.460806 0.983094 -0.67 0.96 0.41 0.439
C -1.283872 5.569784 2.134751 1.42 -1.47 -1.36 -0.705
O -0.890548 6.575462 3.047600 -0.89 -1.08 -0.65 -0.377
C -2.037122 7.063790 3.666410 -0.33 1.99 1.47 -0.840
N 1.107565 5.457728 1.498605 -0.20 0.02 -0.32 -0.343
H 0.261474 4.350949 -0.813012 -0.02 0.42 -0.07 0.432
H -1.397035 4.105929 -0.269076 -0.06 0.04 -0.07 0.432
H -0.013171 3.393859 0.577696 -0.20 -0.21 0.19 0.219
H -0.439892 6.328081 0.348832 0.10 0.55 0.02 0.150
H -1.283712 4.579014 2.589156 -0.22 -0.11 0.62 0.215
H -2.256258 5.712953 1.663529 -0.23 0.42 0.26 0.431
H -1.690886 7.749360 4.439858 0.10 0.41 -0.20 0.332
H -2.711007 6.449464 4.263557 0.34 -1.28 -0.39 0.293
H -2.684146 7.614052 2.983286 0.07 0.10 -0.29 0.339
H 1.585793 5.686664 0.638956 1.08 0.12 0.25 0.253
H 1.212895 6.229929 2.141034 0.17 0.23 0.08 0.234
C 4.227028 5.627917 -5.641532 0.10 -0.30 0.74 -1.391
C 5.093716 4.780213 -4.640207 0.12 0.91 -0.99 0.258
C 4.326451 3.996949 -3.619922 -1.18 1.37 1.05 -0.687
O 3.581905 2.978438 -4.240029 -0.53 -0.12 0.72 -0.262
C 2.538063 2.422478 -3.435744 0.33 -0.96 -0.41 0.075
N 5.869950 3.824207 -5.395796 0.01 -0.26 -0.64 -0.815
H 3.340452 6.077875 -5.194752 0.07 0.06 0.41 0.332
H 3.828395 5.005662 -6.442785 0.30 -0.18 -0.02 0.296
H 4.803573 6.442251 -6.080346 0.15 -0.20 -0.03 0.347
H 5.862767 5.365227 -4.135805 -0.54 0.69 0.27 0.496
H 3.620241 4.659986 -3.120161 -0.26 0.28 0.21 0.312
H 5.007340 3.692719 -2.824970 0.17 -0.78 -0.01 0.363
H 1.964068 1.809668 -4.130800 -0.16 0.11 0.19 -0.167
H 1.875039 3.075432 -2.868154 0.08 0.90 -0.56 0.046
H 2.899071 1.752183 -2.655701 0.56 -0.21 -0.03 0.168
H 5.185486 3.082128 -5.426153 0.57 -0.97 -0.78 0.321
H 6.624995 3.521480 -4.797146 0.18 -0.37 -0.07 0.303
C 0.421663 -4.740336 -0.823867 0.32 0.16 1.01 0.036
C 0.582949 -6.087708 -1.501612 0.19 2.28 -0.77 0.107
C -0.599078 -6.456422 -2.395805 0.65 -0.62 1.27 -1.005
O -0.901907 -5.453515 -3.354690 -1.23 -0.75 -0.07 -0.186
C -2.192043 -5.754163 -3.972082 0.57 -0.72 0.30 -0.857
N 1.787168 -5.984753 -2.311983 0.55 -0.47 -0.38 -0.649
H -0.502831 -4.766609 -0.247059 0.02 0.50 0.14 0.245
H 0.540336 -3.808136 -1.376146 -0.59 -0.43 -0.62 -0.866
H 1.282350 -4.642573 -0.162237 -0.15 -0.19 0.56 0.230
H 0.786463 -6.745700 -0.656787 -0.46 -0.72 -0.44 0.422
H -1.434422 -6.721214 -1.747582 -0.52 0.20 -0.15 0.504
H -0.211730 -7.386716 -2.811261 -0.62 -0.29 -0.90 0.435
H -3.053604 -5.564653 -3.331842 0.18 0.86 0.23 0.225
H -2.320161 -6.827351 -4.113286 0.55 -0.29 -0.31 0.400
H -2.284412 -5.293121 -4.955440 0.20 0.33 0.33 0.293
H 1.897375 -6.854472 -2.813528 0.38 -0.49 0.06 0.283
H 1.582575 -5.360957 -3.079527 -0.04 0.59 -0.05 0.194
C 4.654885 -0.110892 0.936416 1.18 0.26 -1.13 -1.411
C 3.379284 -0.797305 0.507824 -1.39 1.63 0.85 1.147
C 3.438725 -2.303076 0.417263 1.70 0.92 -0.31 -0.076
O 4.547184 -2.652440 -0.441562 -1.11 -0.68 0.98 -0.487
C 4.491687 -4.064823 -0.628006 -0.16 0.30 -1.67 -0.730
N 2.378562 -0.465576 1.553809 0.21 -0.10 0.47 -0.124
H 5.443516 -0.293996 0.206598 0.49 -0.91 0.49 0.450
H 4.870908 -0.340608 1.979809 0.54 -0.51 -0.17 0.295
H 4.724222 0.976059 0.893527 -1.26 0.31 0.08 0.347
H 2.876742 -0.257125 -0.294519 0.77 -0.61 -1.13 -0.383
H 2.480593 -2.747190 0.147395 0.00 -0.01 -0.40 -0.447
H 3.704828 -2.642156 1.418422 -0.14 -0.29 0.34 0.769
H 3.615055 -4.254701 -1.247342 -0.22 -0.41 0.02 0.214
H 4.410187 -4.704072 0.251090 0.28 0.38 0.42 0.375
H 5.343539 -4.338675 -1.250476 0.19 -0.10 0.32 0.290
H 2.422053 0.543113 1.581279 -0.49 0.58 -0.03 0.122
H 2.866109 -0.664135 2.415769 -0.41 -0.49 0.62 -0.612
C 3.681439 -0.539930 -5.375376 1.05 2.08 0.61 -1.202
C 3.988523 -1.025489 -3.954161 -1.74 -0.55 -0.79 0.949
C 2.762921 -1.883179 -3.502801 0.11 -0.82 0.36 -0.752
O 1.518010 -1.225466 -3.476297 -0.43 1.17 -0.01 0.486
C 0.302775 -1.990788 -3.609771 1.75 0.10 -0.21 0.042
N 5.261216 -1.766549 -3.878625 -1.22 0.05 0.60 -0.792
H 3.920947 -1.197540 -6.211012 -0.58 -0.51 0.34 0.365
H 4.312504 0.325031 -5.579606 0.56 0.05 0.02 0.341
H 2.726252 -0.015245 -5.395961 -0.48 -0.86 -0.29 -0.009
H 3.996446 -0.242911 -3.195466 0.40 0.54 -0.44 -0.055
H 2.945118 -2.218795 -2.481880 0.31 -0.44 0.19 -0.029
H 2.705657 -2.745243 -4.167382 -0.01 -0.40 -0.17 0.391
H 0.434122 -2.541792 -4.541026 -0.75 -0.02 -0.28 0.482
H -0.501367 -1.255539 -3.580241 -0.01 -0.25 -0.40 -0.073
H 0.148498 -2.727814 -2.821685 0.11 0.13 0.14 -0.540
H 5.188814 -2.137024 -2.941820 0.78 -0.03 0.78 0.290
H 5.136544 -2.626582 -4.393315 0.08 -0.18 -0.75 0.363
C 4.153548 4.112151 2.499100 -1.00 0.65 0.71 -0.872
O 3.113144 3.303774 1.964366 1.04 -0.70 -0.33 -0.340
H 4.549228 4.892899 1.849515 0.18 -0.39 -0.73 0.300
H 3.718511 4.713036 3.297700 0.14 -0.10 0.54 0.339
H 4.958893 3.509262 2.918667 -0.14 -0.14 -0.25 0.283
H 2.300415 3.812782 1.919761 -0.32 0.60 -0.01 0.332
C 0.265037 -4.230999 4.222088 -0.25 0.49 -0.76 -0.246
O 1.269288 -5.208060 4.331839 0.49 -0.14 0.66 -0.581
H -0.277804 -4.027440 5.145123 0.05 -0.78 0.11 0.221
H 0.665488 -3.251321 3.961382 0.23 0.16 -0.29 0.117
H -0.387443 -4.568405 3.416783 -0.59 0.41 0.19 0.202
H 1.701552 -5.234112 3.475060 0.12 -0.12 0.05 0.291
C -0.097699 -0.565407 -0.715149 1.95 -0.63 0.29 1.210
O -0.077065 -1.168479 0.538446 -2.33 -0.79 1.38 0.450
H -0.132433 0.522385 -0.655180 -0.80 0.17 -0.30 -0.014
H 0.925328 -0.800832 -1.008558 -0.13 0.28 -1.62 -0.695
H -0.831172 -1.108189 -1.311390 0.08 0.73 -0.22 -0.607
H 0.739447 -0.932627 0.984858 0.80 0.17 0.67 -0.110